Density functional theory data (ωB97M-V with the def2-TZVPD basis set) for an isolated ion of composition C4H10N2O and charge +1 in a non-equilibrium geometry.

Cartesian coordinates (Å):
N -1.092 1.643 1.055
C -1.257 1.380 -0.350
C -0.251 0.456 -1.243
N -0.343 -0.978 -1.127
C 0.825 -1.660 -0.445
C 0.948 -1.087 0.950
O 1.451 -0.004 1.178
H -0.986 0.764 1.594
H -0.331 2.154 1.356
H -1.441 2.496 -0.696
H -2.294 0.948 -0.459
H 0.763 0.782 -1.160
H -0.757 0.837 -2.321
H -1.201 -1.427 -1.005
H 0.795 -2.800 -0.668
H 1.800 -1.423 -0.952
H 0.497 -1.490 1.923

multiplicity = 2
total charge = +1
Kohn-Sham gap (alpha / beta) = 10.6 / 5.9 eV



Density functional theory data (ωB97M-V with the def2-TZVPD basis set) for one molecule with the formula C4H8O3.

Cartesian coordinates (Å):
C -0.357 1.054 -1.636
C 0.275 0.138 -0.605
O 1.678 0.258 -0.714
C -0.191 0.500 0.822
O -0.994 -0.526 1.434
C -0.388 -1.694 1.623
O 0.758 -1.950 1.334
H -0.165 2.103 -1.386
H -1.440 0.891 -1.660
H 0.056 0.850 -2.627
H -0.034 -0.895 -0.817
H 2.054 -0.408 -0.120
H -0.843 1.376 0.825
H 0.683 0.707 1.448
H -1.093 -2.403 2.078

SMILES = C[C@@H](O)COC=O
Kohn-Sham gap = 11.3 eV



Density functional theory data (ωB97M-V with the def2-TZVPD basis set) for a 2-piece molecular cluster, C4H8O4 overall in a non-equilibrium geometry.

Cartesian coordinates (Å):
C -0.811 -0.718 1.400
C -1.419 -1.468 2.411
C 0.955 0.682 -1.311
C 1.515 1.578 -2.495
H -0.575 -1.338 -0.538
H -2.178 -0.760 3.050
H -2.081 -2.266 2.093
H -0.415 -1.907 3.106
H 0.136 1.144 0.460
H 1.647 0.834 -3.286
H 0.796 2.423 -2.596
H 2.412 2.018 -2.302
O -0.412 0.399 1.484
O -0.797 -1.543 0.381
O 0.637 -0.537 -1.476
O 0.590 1.458 -0.380

SMILES = CC(=O)O.CC(=O)O
Kohn-Sham gap = 10.9 eV



Density functional theory data (ωB97M-V with the def2-TZVPD basis set) for a 6-piece molecular cluster, C42H42F18N9O12S6 overall in a non-equilibrium geometry.

Cartesian coordinates (Å):
C -3.442 -0.438 0.417
N -2.903 -0.291 1.782
C -3.473 -1.015 2.764
C -3.014 -0.910 4.064
C -2.124 0.138 4.374
C -1.637 0.935 3.355
C -2.015 0.665 2.040
C -1.638 0.342 5.749
C -1.333 -0.795 6.515
C -0.810 -0.604 7.789
N -0.705 0.606 8.340
C -1.003 1.700 7.609
C -1.440 1.609 6.318
C -0.103 0.728 9.690
H -4.510 -0.598 0.547
H -2.968 -1.341 0.031
H -3.223 0.449 -0.166
H -4.137 -1.831 2.490
H -3.370 -1.543 4.862
H -0.831 1.646 3.473
H -1.577 1.089 1.152
H -1.362 -1.780 6.075
H -0.526 -1.452 8.396
H -0.902 2.643 8.129
H -1.674 2.500 5.753
H -0.769 1.309 10.335
H 0.826 1.291 9.688
H -0.102 -0.246 10.167
C 4.506 8.031 -2.738
N 4.607 6.907 -1.768
C 4.817 5.695 -2.264
C 4.764 4.597 -1.416
C 4.446 4.712 -0.099
C 4.241 6.005 0.403
C 4.431 7.103 -0.440
C 4.298 3.507 0.720
C 5.083 3.282 1.854
C 4.841 2.196 2.678
N 3.863 1.327 2.333
C 3.225 1.425 1.157
C 3.472 2.464 0.283
C 3.690 0.114 3.195
H 5.507 8.243 -3.108
H 4.102 8.917 -2.258
H 3.863 7.713 -3.558
H 4.916 5.532 -3.330
H 4.812 3.606 -1.848
H 4.103 6.157 1.465
H 4.192 8.046 0.028
H 5.839 4.001 2.141
H 5.451 1.949 3.531
H 2.539 0.630 0.884
H 2.863 2.490 -0.615
H 2.671 0.085 3.571
H 4.381 0.189 4.027
H 3.942 -0.713 2.535
C -3.394 -0.988 -5.654
N -2.552 -1.834 -4.794
C -1.268 -2.090 -5.146
C -0.506 -2.949 -4.398
C -0.991 -3.613 -3.281
C -2.298 -3.259 -2.909
C -3.059 -2.392 -3.690
C -0.209 -4.554 -2.454
C -0.750 -5.751 -1.965
C 0.014 -6.598 -1.185
N 1.314 -6.347 -0.995
C 1.892 -5.259 -1.525
C 1.171 -4.377 -2.282
C 2.105 -7.244 -0.121
H -2.774 -0.563 -6.435
H -3.825 -0.219 -5.016
H -4.183 -1.603 -6.082
H -0.876 -1.548 -5.993
H 0.524 -3.080 -4.706
H -2.804 -3.697 -2.058
H -4.084 -2.126 -3.469
H -1.764 -5.993 -2.257
H -0.410 -7.535 -0.853
H 2.905 -5.074 -1.197
H 1.678 -3.506 -2.676
H 1.723 -7.108 0.889
H 3.150 -6.949 -0.169
H 2.074 -8.297 -0.392
C 4.083 5.778 -6.290
F 3.963 7.087 -6.170
F 4.458 5.452 -7.519
F 5.077 5.322 -5.496
S 2.398 4.973 -5.901
O 1.569 5.254 -7.039
O 2.644 3.570 -5.685
N 2.096 5.854 -4.494
S 1.237 4.899 -3.616
O 0.075 4.308 -4.245
O 2.107 3.968 -2.911
C 0.541 6.088 -2.296
F -0.455 5.465 -1.701
F 1.490 6.420 -1.404
F 0.112 7.198 -2.876
C -0.385 -3.123 1.369
F -0.882 -3.551 0.223
F -1.319 -2.682 2.200
F 0.236 -4.138 1.947
S 0.834 -1.768 0.904
O 1.320 -1.171 2.135
O 1.782 -2.435 0.058
N -0.162 -0.629 0.199
S 0.575 -0.133 -1.043
O 1.786 0.641 -0.835
O 0.638 -1.113 -2.117
C -0.647 1.170 -1.772
F -1.033 2.032 -0.821
F -0.096 1.812 -2.775
F -1.690 0.509 -2.278
C -7.866 -3.743 -1.021
F -8.309 -2.600 -1.510
F -8.733 -4.282 -0.187
F -7.626 -4.647 -1.970
S -6.231 -3.451 -0.068
O -5.299 -2.822 -0.966
O -6.581 -2.684 1.110
N -5.951 -5.065 0.321
S -4.391 -5.107 0.338
O -3.804 -5.323 -0.978
O -3.703 -4.085 1.132
C -3.935 -6.660 1.281
F -4.291 -7.720 0.568
F -2.618 -6.680 1.442
F -4.516 -6.649 2.469

total charge = +3
Kohn-Sham gap = 5.1 eV



Density functional theory data (ωB97M-V with the def2-TZVPD basis set) for C26H54BrN2OSi2SrTe as an isolated structure in a non-equilibrium geometry.

Cartesian coordinates (Å):
Sr -0.486 0.954 -0.146
C -2.990 -6.844 0.768
C -2.711 -5.920 -0.400
C -4.001 -6.029 -1.298
C -1.567 -6.437 -1.263
C -2.531 -4.477 0.085
C -2.206 -3.492 -0.834
C -2.024 -2.151 -0.490
Br -1.914 -0.765 -1.955
C -2.016 -1.735 0.861
O -1.751 -0.473 1.134
C -2.314 -2.730 1.869
C -2.617 -4.072 1.422
C -2.280 -2.439 3.370
C -1.851 -1.001 3.795
C -1.354 -3.504 4.019
C -3.594 -2.825 4.078
H -3.158 -7.873 0.394
H -3.896 -6.520 1.276
H -2.173 -6.862 1.473
H -4.214 -7.112 -1.515
H -3.882 -5.491 -2.237
H -4.886 -5.593 -0.801
H -1.643 -7.507 -1.445
H -0.635 -6.247 -0.703
H -1.480 -5.909 -2.231
H -2.033 -3.765 -1.838
H -2.922 -4.819 2.176
H -0.849 -0.759 3.450
H -1.907 -0.913 4.861
H -2.568 -0.284 3.394
H -0.336 -3.345 3.670
H -1.637 -4.518 3.739
H -1.311 -3.427 5.098
H -4.406 -2.193 3.712
H -3.493 -2.640 5.105
H -3.868 -3.821 3.905
C -1.792 5.944 -0.644
C -1.552 5.273 0.709
C -0.314 5.835 1.405
C -2.790 5.400 1.607
N -1.340 3.843 0.355
N -1.065 2.954 1.460
H -1.920 7.007 -0.450
H -2.708 5.605 -1.139
H -0.931 5.864 -1.310
H -0.346 6.951 1.385
H 0.618 5.529 0.891
H -0.231 5.505 2.427
H -3.015 6.463 1.761
H -2.729 4.915 2.582
H -3.645 5.013 1.059
H -0.555 3.814 -0.334
H -1.937 2.866 1.984
H -0.318 3.323 2.027
C 5.559 3.519 0.601
Si 5.078 1.813 1.170
C 4.248 2.034 2.816
C 6.597 0.713 1.383
C 3.891 0.975 -0.058
Te 2.590 2.031 -1.419
C 1.867 0.762 -3.113
Si 1.988 1.345 -4.946
C 0.642 2.557 -5.371
C 1.588 -0.253 -5.952
C 3.691 2.064 -5.378
H 6.137 4.011 1.402
H 4.684 4.153 0.356
H 6.172 3.527 -0.294
H 4.841 2.610 3.506
H 4.024 1.086 3.302
H 3.317 2.608 2.708
H 7.137 0.925 2.308
H 7.301 0.882 0.554
H 6.347 -0.347 1.437
H 3.224 0.338 0.535
H 4.497 0.327 -0.710
H 0.797 0.551 -2.866
H 2.397 -0.193 -2.927
H -0.244 2.283 -4.815
H 0.360 2.507 -6.413
H 0.874 3.594 -5.178
H 0.809 -0.847 -5.433
H 2.463 -0.915 -6.105
H 1.127 0.068 -6.879
H 3.848 3.043 -4.949
H 3.692 2.231 -6.473
H 4.528 1.429 -5.075

total charge = +1
Kohn-Sham gap = 7.0 eV



Density functional theory data (ωB97M-V with the def2-TZVPD basis set) for one molecule with the formula CH5NO2S2 in a non-equilibrium geometry.

Cartesian coordinates (Å):
C 1.765 -1.259 0.162
N -0.813 0.688 0.540
O 1.711 1.415 1.045
O 1.365 0.881 -1.330
S -1.174 2.090 -0.405
S 1.217 0.502 0.002
H 1.096 -1.807 -0.405
H 2.848 -1.345 -0.173
H 1.898 -1.621 1.220
H -0.566 1.031 1.382
H -2.208 1.459 -0.905

SMILES = CS(=O)(=O)NS
Kohn-Sham gap = 9.2 eV



Density functional theory data (ωB97M-V with the def2-TZVPD basis set) for C3H8N2Si as an isolated structure in a non-equilibrium geometry.

Cartesian coordinates (Å):
C 1.435 0.055 -0.286
C 0.610 -0.595 0.904
C 0.892 1.451 -0.142
N -0.564 0.329 1.005
N -0.173 1.561 0.588
Si -1.896 0.013 -0.139
H 2.528 -0.214 -0.236
H 0.832 -0.294 -1.269
H 0.303 -1.662 0.928
H 1.106 -0.291 1.847
H 1.362 2.419 -0.411
H -2.803 -1.111 0.414
H -1.559 -0.524 -1.474
H -2.725 1.209 0.047

Kohn-Sham gap = 9.7 eV



Density functional theory data (ωB97M-V with the def2-TZVPD basis set) for a 2-piece molecular cluster, C14H29Cl2O7P2 overall in a non-equilibrium geometry.

Cartesian coordinates (Å):
C 2.948 -0.360 3.021
O 2.230 0.045 4.239
C 0.796 0.266 4.000
C 0.084 -1.170 3.656
C -0.881 -1.174 2.332
C -0.276 -0.400 1.021
C 0.145 -1.437 -0.223
P 1.728 -0.743 -1.112
C 1.454 0.951 -1.949
P 1.145 2.407 -0.750
O -0.385 2.570 -0.304
O 2.230 2.445 0.622
O 1.503 3.880 -1.677
C 2.067 -2.005 -2.558
Cl 2.276 -1.105 -4.166
C 3.434 -2.892 -2.324
C 3.191 -4.000 -1.128
Cl 4.903 -1.799 -2.038
H 4.099 -0.447 3.323
H 2.899 0.405 2.136
H 2.653 -1.412 2.596
H 0.339 0.663 5.028
H 0.566 1.123 3.211
H 0.829 -2.084 3.588
H -0.625 -1.417 4.584
H -1.003 -2.318 2.014
H -1.978 -0.831 2.638
H 0.676 0.250 1.215
H -1.177 0.242 0.571
H 0.321 -2.521 0.204
H -0.685 -1.525 -1.043
H 2.884 -0.824 -0.255
H 2.466 1.207 -2.527
H 0.615 0.906 -2.774
H 3.180 2.246 0.329
H 0.602 4.206 -1.993
H 1.120 -2.692 -2.664
H 3.596 -3.518 -3.324
H 3.444 -3.465 -0.118
H 3.907 -4.909 -1.336
H 2.092 -4.444 -1.127
C -3.088 2.573 -1.650
C -4.555 2.192 -1.623
C -5.214 2.448 -0.301
O -6.247 1.479 -0.278
C -5.826 0.445 -1.066
O -6.371 -0.645 -1.123
O -4.713 0.791 -1.780
H -2.945 3.626 -1.393
H -2.506 1.955 -0.958
H -2.672 2.398 -2.648
H -5.091 2.689 -2.441
H -5.630 3.456 -0.234
H -4.556 2.276 0.558

total charge = +1
Kohn-Sham gap = 8.9 eV



Density functional theory data (ωB97M-V with the def2-TZVPD basis set) for one molecule with the formula C11H17N5O4 in a non-equilibrium geometry.

Cartesian coordinates (Å):
C 1.651 0.474 -0.163
C 0.430 -0.302 0.316
C 2.308 1.223 1.007
C 3.702 1.660 0.688
C 4.809 1.586 1.480
C 5.326 2.478 -0.452
C -1.877 -0.975 -0.285
C -1.830 -2.528 -0.190
C -2.872 -0.454 -1.320
C -4.317 -0.940 -1.138
C -4.746 -0.827 0.320
H 0.830 2.120 -1.031
H 2.222 1.592 -1.698
H 2.366 -0.303 -0.494
H 2.294 0.577 1.910
H 1.697 2.089 1.255
H 4.955 1.212 2.481
H 5.941 2.921 -1.251
H 6.801 2.199 1.043
H -0.396 0.004 -1.503
H -2.156 -0.646 0.732
H -2.832 0.663 -1.270
H -2.520 -0.751 -2.326
H -4.971 -0.294 -1.735
H -4.427 -1.978 -1.512
H -4.541 -2.902 0.512
H -5.029 -2.008 1.976
H -0.518 -2.235 1.190
N 1.330 1.277 -1.336
N 4.038 2.224 -0.525
N 5.844 2.112 0.750
N -0.559 -0.419 -0.593
N -4.853 -2.030 0.963
O 0.358 -0.797 1.453
O -2.537 -3.257 -0.843
O -4.927 0.232 0.872
O -0.992 -2.997 0.716

SMILES = NC(=O)CC[C@H](NC(=O)[C@@H](N)Cc1c[nH]cn1)C(=O)O
Kohn-Sham gap = 9.7 eV



no.,electronic energy (Ha)
1,-342.76508
2,-382.92872
3,-458.14594
4,-7207.04814
5,-4659.42449
6,-1042.60493
7,-518.02153
8,-2680.23841
9,-1004.20366